The following is a DFT calculation (wB97M-V/def2-TZVPD) of a structure of composition C40H66BClCrN8O2P2S.

Properties
frontier orbital gap (alpha / beta)	7.3 / 7.4	eV
2S+1	2
molecular weight	883.30	g/mol
lowest unoccupied orbital energy (alpha / beta)	-2.9534 / -2.8202	eV
total charge	+1

Positions of all 122 atoms, in Å:
Cr1 0.382466 -0.719653 -0.403315
C1 5.276893 -1.869131 0.239715
C2 3.969325 -1.890843 -0.561949
C3 3.984183 -0.696888 -1.522264
C4 3.908352 -3.165181 -1.407913
P1 2.435519 -1.707951 0.497138
C5 2.949843 -0.464904 1.760058
N1 1.726165 0.104300 2.270252
B1 0.442967 -0.064697 1.621400
N2 -0.520935 0.293615 2.622632
C6 -1.969305 0.265758 2.632428
P2 -2.734061 -0.802086 1.317729
C7 -4.522444 -0.699819 1.864755
C8 -5.155943 0.687494 1.871511
C9 -4.551070 -1.285514 3.288763
C10 -5.291512 -1.695477 0.983284
C11 -3.215002 0.676942 -1.791568
C12 -4.702192 0.937624 -1.591268
C13 -2.978407 -0.635565 -2.525874
C14 -2.692759 1.890604 -2.600085
C15 0.157150 0.646591 3.799070
C16 -0.330331 1.063391 5.027504
C17 0.587295 1.323503 6.041751
C18 1.954130 1.174555 5.835162
C19 2.449802 0.768918 4.599323
C20 1.538028 0.513620 3.589734
C21 2.113072 -3.267228 1.491718
C22 3.358581 -3.814994 2.197630
C23 1.079660 -2.923400 2.579908
C24 1.539907 -4.378731 0.586668
H1 6.110986 -1.897810 -0.467196
H2 5.385674 -2.719286 0.905799
H3 5.391229 -0.956875 0.829247
H4 4.881100 -0.757607 -2.144411
H5 4.024676 0.260090 -0.992124
H6 3.116129 -0.691971 -2.177287
H7 4.705564 -3.124613 -2.154991
H8 2.959071 -3.261547 -1.941569
H9 4.063418 -4.062569 -0.813345
H10 3.603525 0.276500 1.286222
H11 3.530881 -0.929418 2.559050
H12 -2.384816 1.276134 2.599294
H13 -2.292498 -0.192260 3.570173
H14 -4.720214 1.316880 2.649902
H15 -6.226387 0.605290 2.081878
H16 -5.037170 1.205589 0.921059
H17 -4.204746 -0.578062 4.042017
H18 -3.959497 -2.202706 3.370202
H19 -5.584082 -1.542187 3.536456
H20 -5.261355 -1.458891 -0.075707
H21 -6.340008 -1.720549 1.290992
H22 -4.883243 -2.702318 1.100096
H23 -5.217404 0.124605 -1.094790
H24 -5.155040 1.060210 -2.579202
H25 -4.872927 1.856977 -1.031634
H26 -3.226192 -1.499008 -1.903104
H27 -1.937851 -0.711814 -2.845491
H28 -3.602010 -0.670665 -3.423089
H29 -3.134780 2.777209 -2.145176
H30 -3.134563 1.797808 -3.595777
H31 -0.672823 1.529953 -1.965877
H32 -1.390996 1.190003 5.203193
H33 0.227455 1.648855 7.009029
H34 2.642805 1.380519 6.644290
H35 3.515754 0.662488 4.436210
H36 3.853259 -3.073982 2.828568
H37 4.084375 -4.221728 1.496347
H38 3.048108 -4.635740 2.849738
H39 1.460559 -2.191973 3.297271
H40 0.865584 -3.842098 3.132646
H41 0.143187 -2.556596 2.161229
H42 2.325694 -5.015329 0.186427
H43 0.958853 -3.998306 -0.248716
H44 0.878394 -5.013697 1.180466
Cl1 -3.066586 -5.871227 -4.200882
C25 -2.305571 -4.787975 -3.084799
C26 -2.643304 -4.851467 -1.725895
C27 -2.054605 -4.015133 -0.806726
C28 -1.107281 -3.068615 -1.226889
O1 -0.506193 -2.303708 -0.347190
C29 -0.783124 -2.997897 -2.598487
C30 0.105204 -1.989670 -3.093789
O2 0.592152 -1.065139 -2.429400
C31 -1.383656 -3.876653 -3.520034
H45 -3.375893 -5.580880 -1.404520
H46 -2.303867 -4.068048 0.244817
H47 0.353194 -2.031376 -4.161653
H48 -1.123905 -3.816995 -4.570576
C32 -1.319907 4.350814 -1.731708
N3 -0.714925 3.474263 -2.716190
C33 -0.852156 3.930828 -4.093640
C34 -0.334402 2.734976 -4.882044
N4 -0.688113 1.567929 -4.044429
C35 -1.173943 2.071676 -2.757543
S1 -2.274667 0.722283 -0.177967
H49 -0.736002 5.268888 -1.648082
H50 -1.331376 3.865973 -0.752625
H51 -2.349431 4.650080 -1.975034
H52 -0.275047 4.840309 -4.269857
H53 -1.903361 4.148460 -4.345109
H54 0.750069 2.808648 -4.996742
H55 -0.780070 2.669812 -5.874578
H56 0.145705 1.022144 -3.874145
C36 1.791578 5.682824 -1.390888
C37 3.258014 5.278637 -1.309876
C38 3.889350 5.173413 -2.697058
C39 3.437000 4.029637 -0.451533
N5 2.585935 2.893610 -0.842351
C40 1.897951 2.071211 -0.063583
N6 1.391443 1.124435 -0.821448
N7 1.768482 1.413393 -2.095503
N8 2.493208 2.455676 -2.109122
H57 1.686681 6.637837 -1.906899
H58 1.338202 5.784075 -0.401322
H59 1.226005 4.934653 -1.953977
H60 3.810170 6.044726 -0.756516
H61 3.323059 4.506322 -3.345943
H62 4.916084 4.803401 -2.646618
H63 3.913888 6.159834 -3.162152
H64 3.158270 4.241309 0.580495
H65 4.470334 3.683836 -0.465087
H66 1.781094 2.159953 1.005203

Atomic forces in eV per Å
Cr -0.22 -0.03 0.25
C 0.03 0.04 0.00
C 0.05 0.03 -0.01
C 0.04 0.08 0.03
C -0.05 -0.01 -0.01
P -0.20 -0.01 -0.12
C 0.00 0.07 0.00
N -0.03 -0.05 -0.01
B 0.06 0.09 0.15
N 0.01 0.09 0.03
C 0.07 -0.04 0.05
P 0.07 -0.02 -0.10
C -0.05 0.00 0.04
C -0.01 0.05 -0.02
C -0.05 0.00 0.03
C -0.03 -0.01 0.06
C 0.08 -0.02 -0.16
C -0.02 0.01 -0.09
C 0.05 0.09 0.00
C -0.04 0.00 0.01
C -0.02 -0.01 0.01
C 0.02 -0.01 -0.02
C -0.01 0.00 0.01
C 0.00 -0.01 0.00
C -0.01 0.00 0.00
C 0.02 0.02 -0.10
C 0.02 -0.06 0.03
C 0.01 0.01 0.03
C 0.05 -0.04 0.02
C 0.02 0.02 -0.03
H -0.02 -0.01 0.02
H -0.01 -0.03 0.03
H -0.02 -0.02 -0.04
H -0.02 0.00 0.02
H 0.00 -0.04 -0.01
H -0.04 0.00 -0.03
H -0.03 -0.01 0.02
H 0.00 0.01 0.03
H -0.03 -0.04 0.04
H 0.00 0.04 0.01
H 0.00 -0.05 0.04
H 0.00 0.05 -0.01
H 0.04 0.00 -0.01
H 0.01 -0.01 -0.02
H 0.03 -0.01 0.01
H -0.03 -0.07 0.11
H -0.03 -0.02 -0.02
H 0.00 0.02 -0.01
H 0.02 -0.01 0.00
H 0.03 0.04 -0.09
H 0.02 0.01 -0.02
H -0.01 0.02 0.02
H -0.02 -0.07 0.04
H -0.01 -0.01 0.03
H 0.02 0.00 -0.03
H -0.01 0.04 -0.02
H -0.21 0.08 0.07
H 0.01 0.02 0.00
H 0.05 0.01 0.04
H -0.01 0.00 0.01
H 0.02 -0.09 0.19
H 0.01 -0.01 -0.01
H 0.01 -0.01 -0.02
H -0.02 0.00 -0.02
H -0.02 0.00 0.00
H -0.01 -0.01 -0.01
H 0.02 0.01 -0.02
H 0.00 0.01 -0.02
H -0.05 -0.06 -0.04
H 0.00 0.02 -0.01
H -0.03 -0.01 -0.03
H 0.07 0.00 -0.02
H 0.06 -0.02 0.07
H 0.03 -0.01 -0.01
Cl 0.00 0.00 0.00
C -0.02 -0.01 -0.02
C -0.03 -0.02 0.06
C 0.00 -0.06 -0.03
C 0.04 0.10 0.01
O -0.07 -0.18 -0.05
C 0.06 -0.05 -0.06
C 0.00 -0.06 0.01
O 0.08 0.00 -0.10
C 0.02 0.01 0.02
H 0.01 0.01 0.00
H 0.01 0.01 -0.02
H 0.00 0.01 -0.02
H 0.00 0.00 0.03
C -0.09 0.02 -0.01
N -0.11 -0.02 -0.04
C -0.03 0.03 0.03
C 0.03 0.02 0.04
N -0.03 -0.06 0.00
C -0.03 0.09 -0.12
S 0.19 0.10 -0.05
H -0.10 -0.07 -0.02
H 0.02 -0.01 -0.01
H 0.00 -0.03 -0.01
H 0.02 -0.01 0.03
H 0.01 0.00 0.00
H -0.01 -0.01 -0.02
H -0.03 -0.01 0.01
H 0.03 0.04 0.03
C 0.02 -0.06 -0.08
C 0.04 0.06 0.01
C 0.02 -0.02 -0.03
C -0.12 -0.09 -0.02
N 0.23 0.21 -0.14
C -0.10 0.00 0.10
N -0.03 -0.09 -0.19
N 0.08 -0.03 0.14
N -0.01 0.03 0.12
H 0.02 0.00 0.02
H 0.02 0.00 0.00
H 0.10 0.04 0.03
H -0.02 0.03 0.01
H 0.00 0.01 0.02
H -0.03 0.02 0.02
H 0.00 -0.02 0.01
H 0.03 0.02 0.02
H 0.03 0.00 -0.03
H 0.05 -0.01 -0.06

=====

The following is a DFT calculation (wB97M-V/def2-TZVPD) of a cluster of 11 separate species, C29H59Cl4NO26 in total.

Properties
frontier orbital gap (alpha / beta)	8.6 / 2.0	eV
2S+1	2
molecular weight	979.58	g/mol
lowest unoccupied orbital energy (alpha / beta)	-3.4422 / -10.0713	eV
total charge	+1

Positions of all 119 atoms, in Å:
Cl1 3.984341 -2.283132 -5.352566
C1 3.479442 -2.342782 -3.629286
C2 4.449849 -3.148306 -2.706970
Cl2 6.161338 -2.822218 -2.819654
H1 2.444272 -2.683998 -3.619626
H2 3.324162 -1.353482 -3.198864
H3 4.378102 -4.191448 -3.014893
H4 4.003253 -2.970601 -1.728672
Cl3 -2.860343 5.045331 -0.491294
C3 -2.855100 4.087412 -1.998772
C4 -4.298506 3.780552 -2.639621
Cl4 -4.129014 2.721129 -4.073894
H5 -2.443583 3.130590 -1.677447
H6 -2.078070 4.539760 -2.614984
H7 -4.817421 4.670329 -2.996190
H8 -4.914750 3.219345 -1.937203
C5 6.160529 -2.519127 0.655903
N1 5.337634 -2.297652 1.851504
O1 4.109788 -2.338250 1.841582
O2 6.007127 -2.159067 2.872671
H9 5.889523 -3.454740 0.166739
H10 7.202686 -2.614790 0.960654
H11 6.004896 -1.726640 -0.076112
C6 1.363771 -3.927690 1.149513
O3 2.638672 -4.332937 0.610957
C7 2.791137 -5.291983 -0.236395
O4 1.899447 -5.982267 -0.707660
O5 4.117244 -5.510428 -0.359589
C8 4.621385 -6.610152 -1.079683
H12 0.399146 -4.052609 0.657589
H13 1.517486 -2.849200 1.185788
H14 1.257570 -4.291449 2.171525
H15 4.285857 -6.615525 -2.116745
H16 4.623446 -7.575312 -0.573164
H17 5.663068 -6.291372 -1.042695
C9 8.238012 3.081137 2.230981
O6 6.817563 3.167631 1.974026
C10 6.071059 2.089792 2.388139
O7 6.494960 1.145903 3.048614
O8 4.837704 2.057923 1.921215
C11 3.867182 1.363963 2.738590
H18 8.526828 3.174638 3.277851
H19 8.749867 3.853633 1.657088
H20 8.620485 2.104174 1.935404
H21 4.073260 1.269194 3.804732
H22 4.066401 0.375057 2.325726
H23 2.821308 1.567887 2.509084
C12 -2.554523 -3.554127 0.978457
O9 -2.361813 -2.132826 1.227645
C13 -1.518811 -1.747281 2.153053
O10 -0.688334 -2.472650 2.704247
O11 -1.749453 -0.463273 2.389454
C14 -1.147341 0.138374 3.511124
H24 -1.678220 -3.971431 0.482429
H25 -3.455532 -3.670171 0.376113
H26 -2.804417 -4.015942 1.933643
H27 -0.839816 -0.443718 4.379852
H28 -1.702250 0.948438 3.984384
H29 -0.256382 0.650432 3.147665
C15 -4.224708 -2.382245 -3.138462
O12 -5.552379 -1.952262 -3.301451
C16 -6.555602 -2.811555 -3.123498
O13 -6.436743 -3.931012 -2.661178
O14 -7.693992 -2.244459 -3.211417
C17 -8.865920 -2.959581 -2.901871
H30 -4.221206 -2.627905 -2.076509
H31 -3.493840 -1.575211 -3.189535
H32 -3.949550 -3.300187 -3.657865
H33 -9.046377 -3.365837 -3.897101
H34 -9.669612 -2.372787 -2.457048
H35 -8.855253 -3.826149 -2.240788
C18 -0.258154 3.765701 5.835696
O15 0.267582 3.363855 4.567065
C19 0.096259 4.102187 3.462133
O16 -0.271658 5.247969 3.332677
O17 0.258076 3.223693 2.415500
C20 -0.019304 3.466923 1.081829
H36 -0.029669 4.807630 6.059913
H37 0.192235 3.176670 6.634617
H38 -1.345391 3.690624 5.855329
H39 0.668871 4.239163 0.738080
H40 -1.047332 3.810959 0.968206
H41 0.259389 2.535314 0.589353
C21 3.997521 3.250579 -0.762399
O18 2.751182 3.243452 -1.474347
C22 2.442461 2.320453 -2.447788
O19 3.037253 1.336183 -2.809974
O20 1.143549 2.614705 -2.744847
C23 0.522049 1.911667 -3.804310
H42 3.901337 2.335079 -0.178691
H43 4.083755 4.165819 -0.176753
H44 4.773236 3.164781 -1.523333
H45 0.328144 0.854323 -3.623993
H46 1.124790 2.063604 -4.699702
H47 -0.512755 2.233041 -3.922618
C24 -6.803675 4.466347 0.752338
O21 -6.586429 3.107169 0.329034
C25 -6.035737 2.227301 1.175426
O22 -5.754684 2.443692 2.338034
O23 -5.765442 1.080041 0.505322
C26 -5.934426 -0.170283 1.116536
H48 -7.476658 5.072869 0.146272
H49 -5.887507 5.019827 0.958236
H50 -7.378115 4.297071 1.663089
H51 -5.516767 -0.157634 2.123271
H52 -5.391161 -0.850110 0.460182
H53 -6.951717 -0.561582 1.126018
C27 1.883800 -0.237762 -0.349883
O24 0.605307 0.294631 -0.204000
C28 -0.376727 -0.104561 -0.979418
O25 -0.297184 -1.000448 -1.847098
O26 -1.502256 0.635335 -0.694918
C29 -2.722542 0.160437 -1.259391
H54 1.978518 -0.959574 -1.161126
H55 2.423414 -0.715397 0.467900
H56 2.558241 0.607506 -0.486885
H57 -2.537975 0.204850 -2.332733
H58 -3.443002 0.919070 -0.953590
H59 -3.031637 -0.828014 -0.919497

Atomic forces in eV per Å
Cl -0.12 0.06 0.76
C 0.53 0.53 0.17
C -2.06 -0.33 -1.44
Cl 0.25 0.59 0.16
H 0.23 -0.90 0.10
H 0.70 0.48 -0.51
H -0.22 -0.10 0.32
H 0.62 -0.19 0.41
Cl -0.65 0.20 -0.17
C -0.75 -1.14 -0.23
C 1.48 0.64 0.54
Cl 0.30 0.03 0.13
H -0.07 -0.11 -0.15
H -0.66 0.11 -0.48
H 0.17 -0.02 0.28
H 0.11 0.27 0.11
C 0.20 -0.33 -1.18
N 1.09 -0.36 2.27
O 0.54 0.17 -0.70
O -1.19 0.07 -0.89
H -0.39 0.03 0.20
H -0.28 0.38 0.07
H 0.01 0.11 0.24
C -0.91 2.19 1.51
O -0.89 -1.14 -1.32
C 3.98 1.04 2.43
O -0.97 -0.72 -0.87
O -3.56 0.42 0.29
C 2.28 -0.28 -0.93
H 0.69 -0.75 -0.90
H -0.21 -0.07 0.37
H 0.36 -0.13 -0.17
H -0.14 -0.19 0.20
H -0.83 0.18 0.15
H 0.27 -0.49 -0.64
C 0.38 -0.63 0.03
O -1.14 -1.10 0.35
C 2.05 -1.71 0.92
O 0.10 1.69 -0.55
O -0.85 2.96 0.22
C 0.75 -2.54 -1.03
H -0.58 0.23 0.12
H -0.47 0.02 -0.04
H -0.16 0.00 -0.22
H 0.22 0.75 -0.16
H -0.71 -0.70 0.65
H 0.38 0.98 -0.14
C -0.16 0.66 0.71
O -1.02 -0.63 -1.30
C 1.22 -0.78 1.47
O -0.97 0.99 -0.81
O -0.75 -0.60 0.32
C 1.97 1.59 0.94
H -0.20 -0.11 0.15
H 0.30 0.38 -0.29
H 0.53 -0.26 -0.04
H -0.23 -1.02 -0.61
H -0.94 -0.17 -0.82
H 0.20 -0.06 0.06
C 0.14 -0.98 2.20
O -0.81 1.22 -1.97
C 1.72 -2.07 2.90
O 0.86 -0.17 -0.84
O -1.05 2.95 0.13
C -1.03 -1.66 -1.04
H 0.60 -0.53 0.26
H -0.56 0.09 -0.90
H -0.16 0.33 -0.43
H -1.38 -0.13 0.23
H 0.41 0.79 -0.73
H 1.27 0.10 0.14
C -0.11 1.20 0.12
O 0.36 -0.25 0.05
C -1.56 -0.05 -1.84
O 0.68 -1.09 0.65
O 0.80 -0.71 3.41
C 0.47 1.23 -0.61
H 0.13 0.08 -0.23
H 0.01 -0.30 -0.47
H 0.02 -0.29 -0.13
H -0.17 0.21 -0.39
H 0.08 -0.32 -0.33
H -0.58 0.18 -0.20
C -0.46 -1.53 -1.16
O -0.97 0.02 -1.69
C -1.34 0.45 1.98
O 0.32 0.96 -0.03
O 0.69 0.12 0.37
C -0.25 -0.62 -0.61
H 0.94 0.42 0.43
H -0.25 -0.27 -0.11
H 0.40 0.04 0.42
H 0.91 -0.29 0.30
H -0.37 -0.21 -0.17
H 0.29 0.96 -0.01
C -0.64 -0.49 2.02
O 0.45 -0.25 -1.48
C 0.45 0.57 1.25
O -0.52 -0.41 -1.23
O -0.85 1.43 -0.81
C 0.64 -0.81 0.36
H 0.32 -0.80 -0.88
H 0.08 -0.33 -0.08
H 0.28 0.75 0.46
H 0.00 -0.16 -0.02
H 0.24 -0.08 0.30
H -0.30 0.60 0.05
C 2.36 -0.07 -0.86
O -0.66 0.23 1.22
C -1.62 -1.52 -2.08
O -0.37 2.07 2.23
O 2.41 -1.30 0.59
C 0.18 0.78 -0.73
H -0.32 0.42 -0.35
H -1.34 -0.24 1.11
H -0.15 -0.01 -0.66
H -0.68 -0.29 -0.12
H -0.15 -0.25 -0.14
H 0.33 0.09 0.09

=====

Ordered largest force on an atom results: 0.3 4.8; unit eV Å⁻¹.